Entry 1:
Density functional theory data (ωB97M-V/def2-TZVPD) for C16H12CrIN5O2 as an isolated structure at a distorted geometry.

Structure (ORCA input):
```
! RIJCOSX wB97M-V def2-TZVPD def2/J DEFGRID3
* xyz 0 5
Cr -1.57366 1.38114 -0.44595
C -3.14131 -3.03446 -0.42764
C -1.65589 -2.87002 -0.39921
N -0.88948 -3.92074 -0.28330
C 0.44844 -3.80564 -0.25566
C 1.09259 -2.60250 -0.37594
C 2.59769 -2.56218 -0.36113
O 3.05893 -1.63726 0.62256
C 0.31004 -1.42826 -0.49346
C 0.94458 -0.15607 -0.62570
N 0.27320 0.94241 -0.56180
C 0.71495 2.27505 -0.67594
C 2.00051 2.78107 -0.78469
C 2.15147 4.15929 -0.88739
C 1.05389 5.00695 -0.88570
C -0.24356 4.49755 -0.78292
C -0.38660 3.14361 -0.65753
I -3.62345 2.27558 -1.72914
C -1.11207 -1.54051 -0.49502
O -1.95116 -0.56264 -0.61153
H -3.38951 -4.08970 -0.35834
H -3.55295 -2.61626 -1.34797
H -3.60118 -2.49251 0.40102
H 1.00488 -4.72782 -0.13199
H 2.97457 -2.27020 -1.35089
H 2.96188 -3.57034 -0.15749
H 3.90212 -1.93506 0.97280
H 2.01857 -0.12945 -0.77710
H 2.85586 2.11779 -0.77590
H 3.14767 4.57384 -0.96814
H 1.19544 6.07597 -0.97349
H -1.09432 5.16599 -0.78805
N -1.65821 1.43841 1.43027
C -1.74592 1.00457 2.52670
N -1.87315 0.69003 3.71482
C -1.68218 -0.34967 4.48169
N -1.53269 -1.22798 5.21914
*
```

Values from the calculation:
Max |F|, eV Å⁻¹: 2.3
Energy above the lowest of the compared OMol25 structures with the same formula, charge and spin, kcal/mol: 19.8
<S²>: 6.03
E_tot, Eh: -2383.2730
LUMO level (spin up / spin down), Eh: -0.0452 / -0.1545
Highest occupied orbital energy (spin up / spin down), eV: -8.5 / -8.6
Molar mass, u: 485.21

Here are the natural (NBO) charges for atoms 1 to 2, given in e: number 1, Cr, carries 1.146; number 2, C, carries -0.645



Entry 2:
Density functional theory data (ωB97M-V/def2-TZVPD) for C16H12F9IN2O5S2V as an isolated structure.

Structure (ORCA input):
```
! RIJCOSX wB97M-V def2-TZVPD def2/J DEFGRID3
* xyz 3 1
V 1.09168 1.01443 -0.29095
C -1.74382 3.05476 0.30399
C -1.49061 2.36985 -0.98988
O -0.41550 1.60901 -1.05492
C -2.28425 2.50342 -2.13379
C -1.93158 1.85588 -3.35056
C -2.70745 2.02430 -4.46602
C -3.84501 2.83792 -4.39977
C -4.21113 3.48631 -3.21829
C -3.44465 3.32431 -2.09225
H -1.07112 2.69286 1.07775
H -2.77397 2.90360 0.62575
H -1.59678 4.13138 0.18016
H -1.04307 1.24229 -3.39749
H -2.44481 1.54124 -5.39652
H -4.45285 2.97010 -5.28632
H -5.09221 4.11190 -3.19405
H -3.72968 3.82909 -1.17962
F 4.51736 -4.54464 -2.30290
C 3.29296 -4.30730 -2.75894
F 2.48837 -5.29836 -2.39041
F 3.32716 -4.24225 -4.08635
C 2.78079 -2.97719 -2.21310
C 1.43568 -2.81423 -1.90334
C 1.01830 -1.58938 -1.43968
N 1.87618 -0.56137 -1.25353
C 3.18395 -0.72255 -1.56088
C 3.66167 -1.91650 -2.05096
H 0.72880 -3.62348 -2.02250
H -0.02175 -1.41658 -1.18495
H 3.83649 0.12455 -1.41142
H 4.71180 -2.01712 -2.29097
I 2.68506 2.80676 -0.15979
F 2.18778 1.10544 3.68271
C 2.45472 -0.17455 3.68922
F 3.10562 -0.53333 4.75731
F 3.06145 -0.55549 2.59527
S 0.76750 -1.13016 3.73436
O 0.82734 0.55479 1.15110
O 0.80264 -2.14052 2.75459
N -0.51526 -0.25045 4.00452
S -0.59688 -0.74281 5.55644
O -0.55927 0.19994 6.59339
O 0.75545 -1.64660 5.30078
C -1.97484 -2.09088 5.83462
F -3.01460 -1.43888 6.24512
F -1.48844 -2.90209 6.72058
F -2.14923 -2.65741 4.67250
*
```

Values from the calculation:
Max |F|, eV Å⁻¹: 0.6
Energy above the lowest of the compared OMol25 structures with the same formula, charge and spin, kcal/mol: 0.0
E_tot, Eh: -4038.3723
LUMO level, Eh: -0.4208
Highest occupied orbital energy, eV: -18.1
Molar mass, u: 725.24

Here are the natural (NBO) charges for atoms 1 to 2, given in e: number 1, V, carries 1.182; number 2, C, carries -0.725



Entry 3:
Density functional theory data (ωB97M-V/def2-TZVPD) for C16H12LiNS as an isolated structure at a distorted geometry.

Structure (ORCA input):
```
! RIJCOSX wB97M-V def2-TZVPD def2/J DEFGRID3
* xyz 0 1
C 4.06961 2.67135 1.56755
C 3.68420 2.52514 0.22279
C 2.55795 1.77597 -0.10391
C 1.72245 1.20995 0.90988
N 0.57991 0.57515 0.48991
C -0.55217 0.52487 1.15823
S -0.75589 1.22260 2.66207
C 2.12675 1.37346 2.24975
C 3.27408 2.10178 2.57196
H 4.98093 3.21734 1.83807
H 4.27900 3.00160 -0.56038
H 2.23310 1.66659 -1.14065
H 1.50808 0.97155 3.05876
H 3.54321 2.21709 3.62550
C -2.53592 -2.26391 0.88037
Li -2.73543 -0.10065 -3.62910
C -2.42614 -1.05004 1.47338
C -1.76413 -0.03764 0.52854
C -1.55410 -0.87757 -0.72439
C -2.07177 -2.15411 -0.51605
C -2.17209 -3.04126 -1.58950
C -1.80312 -2.61795 -2.85230
C -1.11411 -1.39944 -3.03171
C -1.07092 -0.47921 -1.96552
H -2.95452 -3.19792 1.27235
H -2.68925 -0.77110 2.49694
H -2.40605 0.82712 0.29610
H -2.61953 -4.02627 -1.39662
H -1.95358 -3.25940 -3.71241
H -0.81390 -1.09027 -4.03606
H -0.56666 0.48519 -2.04351
*
```

Values from the calculation:
Max |F|, eV Å⁻¹: 3.6
E_tot, Eh: -1077.2976
LUMO level, Eh: -0.0830
Highest occupied orbital energy, eV: -5.9
Molar mass, u: 257.29

Here are the natural (NBO) charges for atoms 1 to 2, given in e: number 1, C, carries -0.248; number 2, C, carries -0.231



Entry 4:
Density functional theory data (ωB97M-V/def2-TZVPD) for an isolated ion of composition C16H12N3O2S and charge -1 at a distorted geometry.

Structure (ORCA input):
```
! RIJCOSX wB97M-V def2-TZVPD def2/J DEFGRID3
* xyz -1 1
C 0.94986 -0.95268 2.11396
C 0.38641 0.41588 1.68134
C 1.45091 1.44144 1.65084
N 2.30029 2.23416 1.70934
C 0.01165 0.14947 0.22956
S -1.63004 -0.08449 -0.09202
N 0.95845 -0.22823 -0.57224
C 1.04116 -0.65438 -1.86246
C 2.30680 -0.84603 -2.57300
C 2.35310 -1.22348 -3.91072
C 1.15516 -1.44234 -4.62357
N 1.18119 -1.71808 -6.02210
O 0.09892 -1.88705 -6.63164
O 2.29997 -1.78693 -6.58913
C -0.07658 -1.37106 -3.94346
C -0.11476 -0.98887 -2.61121
C -0.77234 0.98020 2.58930
C -1.55987 0.12576 3.37150
C -2.64177 0.61720 4.10639
C -3.02037 1.96349 4.05730
C -2.15485 2.82536 3.38932
C -1.03102 2.35430 2.69908
H 0.17781 -1.72137 1.97903
H 1.79289 -1.17296 1.44367
H 1.27606 -0.89056 3.15580
H 3.25034 -0.65477 -2.06674
H 3.28486 -1.28917 -4.47466
H -1.00247 -1.57083 -4.46452
H -1.08183 -0.87904 -2.11724
H -1.32322 -0.95542 3.42770
H -3.24682 -0.08211 4.69580
H -3.89444 2.32067 4.60399
H -2.39021 3.88263 3.37638
H -0.33524 3.08927 2.27440
*
```

Values from the calculation:
Max |F|, eV Å⁻¹: 3.4
SMILES string: C[C@@](C#N)(C(=S)N=C1C=CC(=[N+]([O-])[O-])C=C1)c1ccccc1
E_tot, Eh: -1329.8021
LUMO level, Eh: 0.0751
Highest occupied orbital energy, eV: -4.4
Molar mass, u: 310.36

Here are the natural (NBO) charges for atoms 1 to 2, given in e: number 1, C, carries -0.584; number 2, C, carries -0.268



Entry 5:
Density functional theory data (ωB97M-V/def2-TZVPD) for C16H12N3OPtS2 as an isolated structure at a distorted geometry.

Structure (ORCA input):
```
! RIJCOSX wB97M-V def2-TZVPD def2/J DEFGRID3
* xyz 1 1
Pt -0.20500 0.92399 -0.02032
S -2.07452 -0.21842 0.79329
C -2.32617 -0.59879 -0.87430
S -0.82349 -0.57648 -1.72433
C -3.51561 -0.86227 -1.44606
C -4.70529 -0.90675 -0.65138
N -5.64841 -0.95973 0.00263
C -3.59483 -1.01874 -2.86757
N -3.62711 -1.07625 -4.01513
C -1.84277 3.06924 -3.59212
C -0.81357 2.71172 -2.57206
N 0.46305 2.72797 -2.94650
O -1.17136 2.38595 -1.41888
H -1.42889 3.65052 -4.41297
H -2.64863 3.61999 -3.11319
H -2.26393 2.14272 -3.99105
H 0.74000 3.01372 -3.87046
H 1.19102 2.52255 -2.27953
C 2.66374 -3.52670 2.12923
C 1.97901 -3.29763 0.91870
C 1.46678 -2.06363 0.63485
C 1.59378 -0.99836 1.55315
C 1.06513 0.30488 1.34502
C 1.20158 1.30397 2.26912
C 1.88751 1.05911 3.47386
C 2.41287 -0.17646 3.71360
C 2.28638 -1.22958 2.77307
C 2.81626 -2.51465 3.03080
H 3.06786 -4.50700 2.34283
H 1.85874 -4.10716 0.21106
H 0.95879 -1.89324 -0.30152
H 0.78737 2.29975 2.09539
H 1.98221 1.85274 4.20152
H 2.93033 -0.37269 4.64436
H 3.33719 -2.68427 3.96489
*
```

Values from the calculation:
Max |F|, eV Å⁻¹: 1.6
Energy above the lowest of the compared OMol25 structures with the same formula, charge and spin, kcal/mol: 32.1
E_tot, Eh: -1771.7879
LUMO level, Eh: -0.2396
Highest occupied orbital energy, eV: -11.7
Molar mass, u: 521.50

Here are the natural (NBO) charges for atoms 1 to 2, given in e: number 1, Pt, carries 0.855; number 2, S, carries 0.301



Entry 6:
Density functional theory data (ωB97M-V/def2-TZVPD) for C16H12N3OPtSSe as an isolated structure at a distorted geometry.

Structure (ORCA input):
```
! RIJCOSX wB97M-V def2-TZVPD def2/J DEFGRID3
* xyz 1 1
Pt -1.15699 -0.77099 -1.00674
O 0.45211 -2.35959 -1.10894
C 1.45821 -2.19109 -0.36774
C 2.78281 -2.36119 -0.88844
C 3.88531 -2.14539 -0.10844
C 3.74361 -1.80289 1.24186
C 2.48301 -1.69569 1.80596
C 1.33691 -1.85679 1.04096
C 0.02571 -1.77459 1.64946
N -1.09069 -1.28359 1.10806
C -2.08989 -1.43949 2.01216
C -1.58209 -2.04349 3.12816
N -0.25789 -2.23879 2.88916
H 2.86701 -2.62729 -1.93164
H 4.87331 -2.21929 -0.53904
H 4.61411 -1.61389 1.84936
H 2.38771 -1.42739 2.84696
H -3.09949 -1.14009 1.80726
H -2.06979 -2.36119 4.02536
H 0.38881 -2.70429 3.50696
S 0.60851 0.80881 -1.58764
C -0.20769 2.34381 -1.53644
C 0.00331 3.26131 -2.57214
C -0.65969 4.47181 -2.55914
C -1.50479 4.78771 -1.50174
C -1.68819 3.88881 -0.45474
C -1.05809 2.66151 -0.46994
H 0.66561 2.99871 -3.38114
H -0.51639 5.17321 -3.36694
H -2.02239 5.73471 -1.49134
H -2.31489 4.16221 0.38056
H -1.18779 1.95271 0.34346
Se -2.71339 -0.64519 -2.84964
C -3.38699 -1.50149 -1.37854
N -3.96889 -2.04169 -0.53544
*
```

Values from the calculation:
Max |F|, eV Å⁻¹: 2.6
E_tot, Eh: -3775.0258
LUMO level (spin up / spin down), Eh: -0.2221 / -0.2466
Highest occupied orbital energy (spin up / spin down), eV: -11.3 / -11.0
Molar mass, u: 568.40

Here are the natural (NBO) charges for atoms 1 to 2, given in e: number 1, Pt, carries 0.890; number 2, O, carries -0.557